[1]
The following is a DFT calculation (ωB97M-V with the def2-TZVPD basis set) of a cluster of 7 separate species, C17H50N4O7 in total in a non-equilibrium geometry.

Structure (XYZ):
```
78
C17H50N4O7 (ωB97M-V with the def2-TZVPD basis set)
C -11.325 2.146 -2.784
C -12.010 0.842 -2.932
O -11.233 -0.294 -3.260
H -11.952 2.992 -2.501
H -10.990 2.328 -3.806
H -10.419 2.050 -2.187
H -12.704 0.870 -3.772
H -12.545 0.699 -1.993
H -11.861 -0.978 -3.504
C -10.114 -0.473 0.439
C -9.907 -1.924 0.976
O -10.866 -2.757 0.367
H -9.456 0.232 0.947
H -11.165 -0.186 0.457
H -9.720 -0.488 -0.577
H -9.936 -1.973 2.065
H -8.966 -2.419 0.735
H -10.881 -3.585 0.852
C -3.637 1.794 -4.147
C -3.424 0.506 -4.970
O -3.829 -0.624 -4.229
H -3.293 2.680 -4.682
H -3.031 1.740 -3.242
H -4.635 1.889 -3.720
H -2.362 0.305 -5.115
H -3.923 0.553 -5.938
H -4.761 -0.521 -4.024
C -6.596 -1.924 -7.916
C -7.681 -0.961 -7.263
O -6.961 -0.064 -6.335
H -6.965 -2.494 -8.769
H -6.181 -2.703 -7.276
H -5.695 -1.362 -8.160
H -8.394 -1.496 -6.636
H -8.247 -0.359 -7.975
H -6.794 -0.490 -5.492
C -7.687 -0.740 -3.443
O -6.502 -0.901 -3.685
N -8.537 -1.693 -3.524
N -8.352 0.304 -3.071
H -9.499 -1.405 -3.409
H -8.257 -2.596 -3.879
H -9.341 0.231 -2.875
H -7.789 1.116 -2.862
C -5.935 4.618 0.437
C -6.126 3.652 -0.789
C -7.085 4.098 -1.903
O -7.344 3.014 -2.861
C -8.054 3.589 -4.021
N -4.853 3.245 -1.414
H -5.276 4.152 1.169
H -6.950 4.771 0.805
H -5.553 5.589 0.123
H -6.628 2.802 -0.325
H -6.607 4.990 -2.307
H -8.067 4.366 -1.511
H -8.539 2.770 -4.552
H -7.265 4.162 -4.509
H -8.764 4.364 -3.732
H -5.228 2.773 -2.224
H -4.355 3.947 -1.941
C -6.181 -3.752 -1.217
C -6.886 -5.047 -1.612
C -6.845 -5.285 -3.164
O -7.847 -4.377 -3.657
C -8.443 -4.774 -4.910
N -6.365 -6.173 -0.852
H -6.628 -3.318 -0.322
H -6.369 -2.908 -1.881
H -5.093 -3.704 -1.262
H -7.871 -4.862 -1.183
H -6.960 -6.349 -3.370
H -5.890 -5.033 -3.623
H -8.641 -5.837 -4.776
H -7.779 -4.416 -5.697
H -9.373 -4.206 -4.941
H -5.638 -6.613 -1.398
H -5.875 -5.814 -0.045
```

The spin multiplicity is 2. As for the orbital gap (spin up / spin down): 2.1 / 9.3 eV. The total charge is -1.

Here are the Löwdin charges for atoms 1 to 4, given in e: C -0.145; C -0.446; O -0.307; H 0.071


[2]
The following is a DFT calculation (ωB97M-V with the def2-TZVPD basis set) of a structure of composition C17H50N5O7P2SSi4TeW in a non-equilibrium geometry.

Structure (XYZ):
```
88
C17H50N5O7P2SSi4TeW (ωB97M-V with the def2-TZVPD basis set)
W 1.924 -0.827 0.498
N 0.846 -3.202 -0.620
C 0.410 -4.037 0.510
C 1.510 -4.017 1.573
N 1.665 -2.646 2.111
C 0.881 -2.402 3.349
C -0.009 -1.164 3.176
N 0.790 -0.136 2.499
H 0.066 -3.105 -1.279
H 1.585 -3.681 -1.146
H 0.206 -5.074 0.221
H -0.514 -3.603 0.910
H 2.452 -4.312 1.098
H 1.292 -4.736 2.369
H 2.662 -2.526 2.353
H 1.566 -2.229 4.186
H 0.257 -3.266 3.591
H -0.352 -0.834 4.163
H -0.887 -1.388 2.551
H 1.665 0.128 3.116
H 0.230 0.726 2.393
O 4.337 1.424 -0.186
P 2.819 1.310 -0.603
O 2.297 2.330 -1.485
O 2.068 1.063 0.721
O 2.842 -0.157 -1.496
P 3.596 -1.606 -1.316
O 5.100 -1.166 -1.044
O 3.292 -2.459 -2.460
O 3.116 -2.158 0.029
H 4.587 0.938 0.638
H 5.695 -1.240 -1.790
C -0.755 0.543 -5.042
Si -1.563 1.783 -3.818
C -0.333 3.193 -3.419
C -3.138 2.540 -4.606
Si -2.174 0.523 -1.866
Te -0.096 -0.161 -0.641
Si -3.473 1.882 -0.391
C -2.484 3.488 -0.034
C -5.160 2.332 -1.176
C -3.779 1.026 1.307
Si -3.508 -1.352 -2.457
C -4.817 -0.795 -3.736
C -4.467 -2.100 -0.964
C -2.545 -2.810 -3.262
H -0.282 1.030 -5.888
H -1.485 -0.157 -5.433
H 0.008 -0.034 -4.528
H 0.041 3.688 -4.310
H 0.526 2.814 -2.873
H -0.796 3.952 -2.797
H -2.946 2.952 -5.591
H -3.532 3.343 -3.996
H -3.922 1.802 -4.709
H -2.491 4.144 -0.896
H -1.448 3.240 0.176
H -2.874 4.050 0.808
H -5.027 2.681 -2.193
H -5.672 3.114 -0.625
H -5.821 1.475 -1.213
H -2.832 0.682 1.715
H -4.422 0.161 1.200
H -4.239 1.690 2.030
H -5.338 0.089 -3.389
H -5.559 -1.564 -3.922
H -4.357 -0.552 -4.687
H -5.205 -1.396 -0.600
H -3.795 -2.328 -0.144
H -4.992 -3.012 -1.231
H -2.083 -2.496 -4.191
H -3.189 -3.653 -3.488
H -1.757 -3.164 -2.605
S 3.961 -0.535 2.021
C 3.337 0.473 3.430
N 3.268 1.849 3.275
C 4.329 2.676 3.834
C 4.516 2.283 5.294
C 4.819 0.793 5.364
N 3.766 0.043 4.681
H 2.947 2.145 2.362
H 4.032 3.721 3.743
H 5.272 2.529 3.282
H 3.604 2.498 5.852
H 5.335 2.852 5.729
H 4.851 0.443 6.398
H 5.796 0.592 4.898
H 3.954 -0.952 4.694
```

As for the orbital gap (spin up / spin down): 4.4 / 4.4 eV. The total charge is +1. For the energy relative to the best compared isomer or geometry (same formula, charge and spin), the calculation gives 6.1506 eV.

Here are the Löwdin charges for atoms 1 to 4, given in e: W 0.981; N -0.074; C -0.231; C -0.184


[3]
The following is a DFT calculation (ωB97M-V with the def2-TZVPD basis set) of a structure of composition C17H51AsF6O8 in a non-equilibrium geometry.

Structure (XYZ):
```
83
C17H51AsF6O8 (ωB97M-V with the def2-TZVPD basis set)
O 3.299 -1.350 -2.390
H 2.805 -1.365 -1.475
H 3.963 -0.645 -2.416
H 3.641 -2.223 -2.631
As -0.037 0.148 -0.304
F 1.606 0.073 -0.933
F -0.615 -0.646 -1.714
F -1.644 0.285 0.293
F 0.594 0.815 1.153
F -0.128 1.730 -0.950
F 0.165 -1.403 0.479
C -0.632 -0.991 -5.016
C -2.112 -0.983 -4.636
O -2.364 -1.824 -3.518
H -0.049 -0.254 -4.461
H -0.436 -0.826 -6.079
H -0.225 -1.986 -4.806
H -2.707 -1.288 -5.491
H -2.360 0.044 -4.347
H -2.105 -1.325 -2.737
C 4.768 -2.930 0.779
C 3.315 -2.656 1.043
O 2.647 -2.535 -0.234
H 5.166 -2.246 0.025
H 4.914 -3.937 0.384
H 5.352 -2.844 1.694
H 3.158 -1.741 1.613
H 2.862 -3.514 1.542
H 1.711 -2.316 -0.047
C -2.358 2.859 -2.632
C -2.771 3.768 -1.517
O -2.383 5.109 -1.824
H -2.860 3.129 -3.564
H -2.740 1.851 -2.446
H -1.277 2.891 -2.719
H -2.415 3.427 -0.534
H -3.860 3.724 -1.338
H -2.293 5.594 -1.000
C -0.509 -4.515 -0.562
C -1.141 -4.687 -1.929
O -0.402 -5.664 -2.685
H -0.517 -5.494 -0.068
H -0.943 -3.780 0.115
H 0.550 -4.243 -0.624
H -1.109 -3.773 -2.516
H -2.177 -5.023 -1.843
H -0.299 -6.459 -2.153
C 2.504 3.164 -2.013
C 2.570 3.401 -0.505
C 3.883 3.912 0.026
O 1.553 4.390 -0.248
H 2.609 4.141 -2.499
H 1.503 2.838 -2.286
H 3.283 2.506 -2.414
H 2.323 2.460 0.004
H 4.224 4.754 -0.582
H 4.642 3.145 -0.191
H 3.878 4.049 1.101
H 0.699 3.966 -0.388
C 0.283 1.199 4.286
C -0.011 2.604 3.811
C -0.091 3.560 4.984
O 1.070 3.050 2.991
H -0.489 0.906 5.010
H 1.228 1.144 4.827
H 0.263 0.452 3.496
H -0.961 2.667 3.272
H -0.511 4.515 4.671
H 0.907 3.695 5.411
H -0.693 3.174 5.808
H 0.962 2.564 2.166
C -4.746 -2.032 2.686
C -3.418 -1.530 3.246
C -2.243 -2.452 2.953
O -3.168 -0.189 2.777
H -5.181 -2.777 3.353
H -4.574 -2.428 1.681
H -5.458 -1.214 2.599
H -3.554 -1.387 4.325
H -1.443 -2.352 3.684
H -1.808 -2.161 1.991
H -2.588 -3.484 2.894
H -2.494 -0.227 2.091
```

As for the orbital gap: 8.0 eV. The total charge is 0. For the energy relative to the best compared isomer or geometry (same formula, charge and spin), the calculation gives 0.0626 eV.

Here are the Löwdin charges for atoms 1 to 4, given in e: O 0.256; H 0.135; H 0.171; H 0.172